ORCA calculation (ωB97M-V with the def2-TZVPD basis set) on C55H44ClFGeP3Pd as an isolated structure.

Computed properties:
* calculated total energy: -160827.314 eV
* HOMO energy (spin up / spin down): -15.97 / -15.97 eV
* max |F|: 1.37 eV Å⁻¹
* charge: +3
* energy relative to the best compared isomer or geometry (same formula, charge and spin): 37.64 kcal/mol
* Kohn-Sham gap (spin up / spin down): 0.2147 / 0.2146 Ha

XYZ file:
```
106
Properties=species:S:1:pos:R:3:forces:R:3:mulliken_charge:R:1
Pd -0.33756 0.03968 0.31738 -0.5 -0.2 1.3 -2.864
Ge -0.42155 0.01769 -2.30843 -0.4 0.1 -0.7 2.222
Cl -0.52674 0.69656 3.08048 0.1 0.2 0.4 0.147
P 1.96603 0.16989 0.45152 0.3 -0.2 0.2 4.269
P -0.93819 -2.34700 -0.08865 0.3 -0.2 -0.3 2.361
P -0.97892 2.40319 0.02903 0.1 0.1 -0.2 1.812
F -1.94702 0.05545 -1.09561 0.1 0.0 0.0 -0.538
C -3.65764 2.16466 -0.77123 0.0 0.0 0.1 -0.660
C 0.49457 -4.11458 1.54840 -0.1 0.0 0.0 -0.454
C -0.56063 3.64671 -4.40185 0.0 0.0 0.1 -0.901
C -1.55546 -1.96404 -4.19553 -0.2 -0.2 0.0 -0.630
C -0.60411 4.60141 -3.39930 0.0 -0.1 -0.1 -0.950
C 2.14551 -5.64334 0.69954 0.0 0.1 0.0 -0.764
C 4.24422 3.28009 1.83413 0.0 0.0 0.0 -0.801
C -0.57262 -0.82207 2.36019 0.0 0.0 -0.7 -0.244
C 2.64275 2.67665 -0.35621 0.0 0.0 0.1 -0.076
C 2.80008 1.74394 0.67837 0.0 0.1 0.0 0.030
C -1.20392 -1.64096 -2.89457 0.3 0.1 -0.1 0.007
C 1.39802 -5.14027 1.75934 0.1 0.0 0.0 -1.143
C -1.93088 -3.81694 -2.15419 0.0 0.0 0.1 -0.344
C 3.30201 -0.80740 -3.82140 -0.2 0.0 0.0 -0.838
C 2.69473 -1.02278 1.59524 -0.1 -0.1 0.0 1.072
C 0.79543 4.90263 2.75269 0.0 0.0 0.0 -1.000
C 3.28121 3.89974 -0.28554 0.0 0.0 0.0 -0.663
C -3.23539 2.12673 1.61257 0.1 0.0 -0.1 -0.700
C -3.91034 -4.27312 1.94417 0.0 0.0 0.0 -0.906
C 2.43568 -0.27405 -1.22202 0.2 0.0 -0.4 -0.607
C -2.69651 -4.00159 1.32661 -0.1 0.1 -0.1 -0.498
C 3.80136 -0.40754 -1.50392 -0.1 0.0 0.0 -0.223
C -2.28813 -4.13433 -3.45820 0.0 0.0 0.0 -0.968
C 4.22444 -0.67866 -2.79364 0.1 0.0 0.1 -1.036
C -0.56065 3.78114 1.11340 0.1 -0.1 0.0 0.819
C 3.61263 2.04546 1.77290 0.0 0.0 -0.1 -0.214
C 1.09284 -4.07751 -0.79377 0.1 0.0 0.0 -0.881
C -5.01454 2.04744 -0.52350 0.0 0.0 0.0 -0.752
C 2.00760 -5.09629 -0.56909 0.0 0.0 0.0 -0.859
C 4.05613 -2.96812 2.00556 0.0 -0.1 0.1 -0.878
C -1.45584 4.85975 1.12019 0.0 0.0 0.0 -0.627
C 3.96329 -2.75693 3.37472 0.0 0.0 -0.1 -0.981
C -4.65509 -2.02724 1.49835 0.0 0.0 0.0 -0.932
C -4.88389 -3.28951 2.03675 0.0 0.0 0.0 -0.779
C 1.51864 -0.36059 -2.26184 -0.4 -0.1 0.3 -0.238
C -0.07719 5.98204 2.74011 0.0 -0.1 0.0 -0.819
C -0.68880 4.21433 -2.06636 0.0 -0.1 0.0 -0.844
C 0.30912 -3.59802 0.25918 0.0 0.1 0.1 0.893
C -1.20305 5.95811 1.92406 0.0 0.0 0.0 -0.786
C -5.48311 1.95185 0.78247 0.1 0.0 0.0 -0.702
C 2.58270 -0.83075 2.98090 0.1 0.0 -0.1 -0.176
C -2.46419 -2.73048 0.79241 0.0 0.1 0.1 0.723
C -4.59213 1.99354 1.84944 -0.1 0.0 0.0 -0.984
C -0.57221 2.29254 -4.07280 0.0 0.2 0.0 -0.146
C -2.09996 -3.21513 -4.47735 0.0 0.1 0.0 -0.788
C 1.94500 -0.65088 -3.55789 0.3 0.0 0.1 -0.695
C -2.75588 2.20088 0.29842 0.0 0.0 0.0 1.350
C -1.37169 -2.57434 -1.85958 0.0 0.1 -0.3 -0.526
C 0.55829 3.80431 1.94082 0.0 0.0 0.0 -0.019
C -3.45491 -1.74138 0.87141 0.0 -0.1 0.1 -0.404
C -0.72810 2.86493 -1.72100 0.0 -0.2 -0.2 -0.186
C 3.40820 -2.12639 1.11638 0.0 0.1 0.1 -1.167
C -0.65619 1.89215 -2.74585 0.1 0.0 0.1 0.090
C 4.07666 4.20548 0.81471 0.0 0.0 0.0 -0.828
C 3.20778 -1.69794 3.86172 0.0 0.1 0.0 -0.888
H 4.63881 -3.79453 1.62224 0.0 0.0 0.0 0.530
H -3.29872 -0.75769 0.44522 0.0 0.0 0.0 0.422
H 0.97048 -3.68472 -1.79536 0.0 0.0 0.0 0.383
H -2.55803 2.20945 2.45192 -0.1 0.0 -0.1 0.575
H 3.16865 4.61464 -1.08990 0.0 0.0 0.0 0.520
H 5.28129 -0.78761 -2.99777 0.0 0.0 0.0 0.494
H -0.51668 1.56086 -4.87021 0.0 0.0 0.0 0.440
H -1.57448 -1.23268 2.31417 0.0 -0.1 0.1 0.950
H -1.96482 -4.79072 1.23926 0.1 0.0 0.0 0.578
H 4.88525 3.50765 2.67528 0.0 0.0 0.0 0.498
H -0.57579 5.65372 -3.64728 0.0 0.0 0.0 0.494
H -1.43783 -1.24554 -4.99699 0.0 0.0 0.0 0.537
H -0.10946 -3.78055 2.38356 0.0 0.1 0.0 0.631
H -5.82667 -3.50590 2.52097 0.0 0.0 0.0 0.451
H 3.78848 1.32768 2.55831 0.0 -0.1 0.1 0.520
H -2.09022 -4.54816 -1.37003 0.0 0.0 0.0 0.491
H -3.30541 2.23646 -1.79047 0.0 0.0 0.0 0.469
H -4.95790 1.94706 2.86661 0.0 0.0 0.0 0.510
H 2.03034 2.44277 -1.22083 0.0 0.0 0.0 0.225
H 4.53229 -0.29578 -0.71186 0.0 0.0 0.0 0.650
H 3.48400 -2.32181 0.05842 0.0 0.0 -0.1 0.482
H 1.50657 -5.55967 2.75079 0.0 0.0 0.0 0.531
H 2.02240 0.00492 3.38103 0.1 0.1 0.0 0.445
H 0.11214 6.83738 3.37453 0.0 0.0 0.0 0.466
H -2.38197 -3.46150 -5.49233 0.0 0.0 0.0 0.463
H 1.23800 -0.75260 -4.37592 0.0 0.0 0.0 0.430
H -0.72100 4.97420 -1.29856 0.0 0.0 0.0 0.530
H 4.47727 -3.41501 4.06282 0.0 0.0 0.0 0.485
H 3.12615 -1.53141 4.92760 0.0 0.0 0.0 0.526
H 1.24315 2.96906 1.96465 -0.1 0.1 0.0 0.574
H 2.83249 -6.46307 0.86438 0.0 0.0 0.0 0.502
H -5.41827 -1.26252 1.55661 0.0 0.0 0.0 0.541
H 3.63188 -1.02098 -4.82952 0.0 0.0 0.0 0.514
H -2.35216 4.84052 0.51235 0.0 0.0 0.0 0.571
H -4.09183 -5.26004 2.34768 0.0 0.0 0.0 0.485
H -2.71962 -5.10310 -3.67015 0.0 0.0 0.0 0.501
H -1.89426 6.79010 1.92242 0.0 0.0 0.0 0.469
H 4.58009 5.16183 0.86643 0.0 0.0 0.0 0.463
H 2.58913 -5.48278 -1.39572 0.0 0.0 0.0 0.506
H -0.50280 3.94424 -5.44034 0.0 0.0 0.0 0.470
H 1.66451 4.91058 3.39751 0.0 0.0 0.0 0.561
H -5.71034 2.04057 -1.35173 0.0 0.0 0.0 0.512
H 0.26877 -1.47412 2.56616 0.0 0.0 0.0 0.212
H -6.54584 1.87003 0.96976 0.0 0.0 0.0 0.503
```
Forces are in eV/Å.

ORCA calculation (ωB97M-V with the def2-TZVPD basis set) on one molecule with the formula C15H19N3O4.

Computed properties:
* calculated total energy: -28518.058 eV
* HOMO energy: -7.56 eV
* max |F|: 8.40 eV Å⁻¹
* energy relative to the best compared isomer or geometry (same formula, charge and spin): 160.88 kcal/mol
* Kohn-Sham gap: 0.2977 Ha

XYZ file:
```
41
Properties=species:S:1:pos:R:3:forces:R:3:mulliken_charge:R:1
O -5.08151 -0.11815 1.25842 0.5 0.6 2.1 -0.450
O -3.15340 -0.18576 2.46632 0.0 0.6 0.5 -0.522
O -1.98268 -1.21282 -1.79194 -1.5 3.8 1.5 -0.603
O -1.19181 1.22579 -1.93388 -0.9 0.7 2.0 -0.806
N 0.71210 2.27045 1.07088 5.3 0.8 -0.7 -0.774
N -1.78029 1.02662 0.23980 0.3 1.5 2.5 -0.059
N 1.89168 -1.76359 -0.96952 2.1 -4.0 0.2 -0.033
C -3.70627 0.04672 1.43606 -0.8 -1.6 0.1 -0.003
C 3.92980 0.76187 0.68172 -4.1 3.3 -0.3 -0.290
C 4.73294 0.13310 1.47412 3.4 -2.6 2.5 -0.689
C 3.89521 -1.95589 0.62603 -2.6 -4.7 -2.8 -0.777
C 1.32840 1.72069 -1.48537 1.6 0.8 -0.2 -0.844
C -2.53274 -1.07877 -0.41001 0.2 -3.8 -0.2 0.330
C -1.00097 1.45360 -0.69670 1.7 1.4 -4.6 0.167
C 1.36918 -0.68614 -1.63275 2.2 0.5 4.0 -1.072
C 2.86287 0.06959 0.00481 1.1 -0.3 0.9 0.995
C -3.70960 -2.13374 -0.35044 1.2 1.6 -5.0 -1.455
C 4.78174 -1.33078 1.31644 2.1 3.9 2.5 -0.499
C 2.78998 -1.31222 0.05019 0.3 -0.9 -2.3 -0.620
C 0.33661 2.27943 -0.37317 0.4 1.9 -2.6 0.565
C -2.98808 0.24844 0.11225 0.1 0.5 -0.3 0.264
C 1.91598 0.43907 -0.88347 -4.4 0.7 -7.1 1.096
H 0.61593 1.50203 -2.48079 2.4 0.7 2.9 0.252
H -3.13935 -2.85319 -0.97944 -0.9 -1.0 1.5 0.421
H -5.51418 -0.26201 2.18211 1.3 0.3 -2.2 0.389
H 0.57143 -0.87254 -2.31631 -0.3 0.6 -0.4 0.357
H -1.29856 1.23909 1.11137 -0.8 -0.4 0.8 0.303
H 2.01940 -2.82929 -1.40748 -0.7 4.0 1.7 0.343
H 5.52670 -1.90388 1.75702 1.5 -0.6 0.8 0.448
H 1.92821 1.94560 1.10138 -5.0 0.6 -0.1 0.181
H -1.67434 -1.45611 0.32018 -1.7 0.8 -1.3 0.137
H 5.36595 0.73924 2.21135 -0.7 -1.4 -1.2 0.290
H 3.81085 1.84553 0.92766 0.2 -0.6 -1.0 0.402
H 0.93272 3.28769 1.30391 -1.0 -1.6 -0.2 0.357
H -3.80828 0.69026 -0.44641 0.6 0.5 -1.0 0.219
H -4.05179 -2.22913 0.63076 -0.6 -1.2 1.2 0.494
H -4.55949 -1.87520 -1.15800 1.6 0.0 2.2 0.215
H -2.00614 -0.18137 -2.08733 0.8 -2.7 0.4 0.477
H 0.45778 3.38062 -0.87794 -2.0 -2.0 1.8 0.230
H 2.22162 2.54187 -1.76347 -2.4 -2.0 0.8 0.340
H 4.08203 -3.04582 0.37370 -0.5 1.2 0.6 0.222
```
Forces are in eV/Å.

ORCA calculation (ωB97M-V with the def2-TZVPD basis set) on C34H25Br2N2OPRe as an isolated structure.

Computed properties:
* calculated total energy: -192167.380 eV
* HOMO energy (spin up / spin down): -16.20 / -16.19 eV
* max |F|: 3.77 eV Å⁻¹
* charge: +3
* Kohn-Sham gap (spin up / spin down): 0.1761 / 0.1758 Ha

XYZ file:
```
66
Properties=species:S:1:pos:R:3:forces:R:3:mulliken_charge:R:1
Re -0.10399 0.04131 0.55684 0.5 0.6 0.6 2.249
Br -3.79560 1.48991 3.71365 0.2 0.3 -0.3 -0.022
Br -3.83651 6.18196 0.54675 0.2 -0.5 0.0 -0.081
P -1.76812 -1.14272 -0.83379 0.2 -0.6 -0.8 0.549
O -1.61925 0.70351 1.55161 2.9 -2.3 0.4 -1.032
N 0.68899 -2.14386 0.73677 -0.2 1.0 -0.1 -0.475
N -0.72744 1.97578 -0.41425 0.1 -1.3 0.7 -0.433
C -2.16916 1.85870 1.40887 -1.6 3.3 -0.8 0.294
C -5.98842 0.16384 0.30569 0.1 0.0 -0.1 -0.533
C -0.26461 2.54612 -1.51545 0.2 0.2 -0.3 -0.374
C -1.55476 -1.22172 -2.62098 -0.1 0.2 0.3 1.068
C 3.70228 0.51160 1.84826 -0.1 0.0 0.2 -0.273
C -0.13041 -4.46759 0.92596 0.1 0.3 -0.1 -0.580
C 1.70142 0.62351 0.52209 -1.8 -0.4 -0.1 -0.260
C -2.46996 -3.78760 -0.42340 0.2 -0.1 0.1 -0.387
C -5.39198 0.67215 -0.84110 -0.1 0.1 0.1 -0.936
C -3.12898 2.45403 2.24321 0.6 -1.3 -0.3 -0.137
C -0.70313 3.80173 -1.93199 0.0 0.0 0.1 -1.230
C -1.71219 2.59793 0.27603 -0.4 -0.1 0.8 0.932
C -0.08191 -1.25973 -4.51613 0.1 0.0 -0.1 -0.786
C -1.49353 -2.82161 -0.18146 0.1 0.5 0.1 -0.082
C 4.65759 1.17547 2.57295 0.1 -0.3 0.0 -0.769
C -2.63845 -1.55479 -3.43792 0.2 0.0 0.1 -0.372
C 3.11413 2.61654 0.73067 -0.1 0.1 -0.1 -0.151
C 4.07471 3.25432 1.47313 -0.2 0.2 -0.3 -0.756
C -1.10653 -5.42299 0.68790 0.0 0.1 0.0 -0.764
C -3.16670 4.44212 0.83684 -0.2 0.1 0.2 -0.151
C -1.16125 -1.57323 -5.33491 0.0 0.0 0.1 -0.613
C -2.42959 -1.72993 -4.79398 0.0 0.0 -0.1 -0.800
C -3.44360 -0.66163 -0.40163 0.2 0.1 0.0 0.709
C -0.27407 -1.07549 -3.15991 -0.2 0.1 0.2 -0.331
C -4.11406 0.27955 -1.18930 0.3 -0.1 0.0 -0.561
C -2.19695 3.88110 -0.05563 0.0 -0.2 0.2 0.387
C -1.64520 4.49153 -1.19267 0.0 -0.2 0.0 -0.607
C -0.32610 -3.16017 0.49895 -0.8 -0.6 -0.2 0.582
C -2.27707 -5.08155 0.02669 -0.1 0.0 -0.1 -0.870
C 2.84554 1.22889 0.94839 0.3 0.1 0.2 1.031
C -4.04552 -1.17307 0.75290 0.1 0.0 -0.1 -0.660
C -5.31942 -0.76397 1.09397 0.0 0.0 0.0 -0.948
C -3.59837 3.73476 1.94309 -0.1 0.5 -0.3 -0.375
C 4.83158 2.55258 2.41431 -0.2 -0.2 -0.2 -0.230
H -3.04627 -5.81950 -0.13588 0.0 -0.1 0.0 0.474
H 3.57299 -0.55289 1.95420 0.0 -0.1 0.1 0.414
H -1.95339 5.48541 -1.48686 -0.1 0.0 0.0 0.461
H -3.62682 -1.68995 -3.02346 -0.1 0.0 0.0 0.454
H -5.92605 1.37043 -1.46501 -0.1 0.1 -0.1 0.530
H -3.37410 -3.51868 -0.95188 -0.1 0.0 0.0 0.468
H 5.28824 0.62971 3.25998 0.0 0.0 0.0 0.437
H 5.57067 3.07175 3.00488 0.1 0.1 0.1 0.453
H 2.52169 3.15317 0.00826 -0.1 0.2 -0.1 0.527
H 0.78075 -4.74193 1.43804 0.1 0.0 0.1 0.491
H 1.10400 -2.30184 1.66433 -0.1 0.2 -0.3 0.375
H -6.97472 0.49617 0.58863 -0.1 0.0 0.0 0.484
H -1.01633 -1.68917 -6.39860 0.0 -0.1 -0.1 0.445
H 1.45317 -2.28597 0.06086 -0.2 0.2 0.3 0.418
H 0.54976 -0.80709 -2.50124 0.0 0.0 -0.2 0.333
H -3.63941 0.67843 -2.07483 0.0 0.1 -0.1 0.569
H -4.30827 4.18967 2.61759 -0.1 0.0 0.0 0.496
H -0.94904 -6.43642 1.02411 0.0 -0.1 0.0 0.454
H 4.25032 4.31012 1.33026 0.0 0.1 0.0 0.437
H -3.53103 -1.89522 1.37159 0.0 0.0 0.0 0.437
H 0.49221 2.00222 -2.06487 0.0 0.0 0.0 0.676
H -3.26182 -1.99666 -5.42807 0.0 0.0 -0.1 0.471
H 0.90486 -1.16558 -4.94296 0.1 0.1 0.0 0.466
H -5.79367 -1.17157 1.97261 -0.1 0.0 0.1 0.525
H -0.27850 4.24418 -2.81816 0.1 0.0 -0.1 0.481
```
Forces are in eV/Å.

> The lowest max |F| belongs to which entry?

C55H44ClFGeP3Pd

> max |F| of number 3 (C34H25Br2N2OPRe)?

3.77 eV Å⁻¹